(1)
{"formula": "C12H26N2O3PRuS4", "method": "ωB97M-V/def2-TZVPD", "e_lumo_ev": [-3.77, -5.24], "energy_ha": -2836.914322, "multiplicity": 5, "e_above_lowest_kj_mol": 71.8, "orbital_gap_ev": [6.811, 6.798], "e_homo_ev": [-10.5821, -12.0424], "total_charge": 1, "symbols": ["Ru", "C", "C", "S", "C", "C", "S", "H", "H", "H", "H", "H", "H", "C", "N", "C", "N", "O", "H", "H", "H", "H", "H", "H", "C", "C", "C", "O", "P", "S", "S", "O", "C", "C", "C", "H", "H", "H", "H", "H", "H", "H", "H", "H", "H", "H", "H", "H", "H"], "coordinates": [[0.8893, -0.9040, 1.1953], [-1.0864, -4.2838, 3.1909], [-0.1550, -3.4172, 2.3717], [0.0774, -1.7866, 3.0617], [0.5619, -3.9078, 1.2764], [0.3192, -5.2840, 0.6619], [1.7738, -2.9778, 0.5056], [-1.5242, -3.6833, 3.9810], [-0.4817, -5.0686, 3.5824], [-1.8011, -4.8017, 2.5660], [0.8188, -6.0671, 1.3031], [0.8164, -5.3827, -0.3879], [-0.7431, -5.6012, 0.5198], [5.0766, 2.5087, -0.2304], [4.4318, 1.2866, 0.2250], [3.2673, 1.2161, 0.8749], [2.5132, 2.2727, 1.1413], [2.8377, 0.0729, 1.2539], [5.9625, 2.1658, -0.7835], [5.4367, 3.1621, 0.5817], [4.3587, 3.0293, -0.9229], [4.9259, 0.4107, 0.0786], [2.6785, 3.2223, 0.8227], [1.4998, 2.0755, 1.4054], [-1.0062, 4.2845, -1.5592], [-0.0896, 3.1727, -2.0818], [-0.6028, 2.3820, -3.3052], [0.1201, 2.1625, -0.9641], [-0.6543, 0.9830, -0.2635], [-0.4558, 1.3822, 1.6675], [-0.0940, -0.8418, -0.8030], [-2.1681, 1.0794, -0.7501], [-3.1686, 0.0941, -0.3524], [-2.9402, -0.6545, 0.9785], [-3.3307, -0.8835, -1.4869], [-1.2509, 4.9850, -2.3285], [-0.6644, 4.8188, -0.6867], [-1.9622, 3.8088, -1.2163], [0.9203, 3.5589, -2.2931], [-1.5784, 2.7642, -3.6342], [-0.6224, 1.2711, -3.1447], [-0.0107, 2.5614, -4.2321], [-4.0839, 0.8133, -0.3138], [-2.2499, -1.5119, 0.7985], [-3.9284, -1.0381, 1.3187], [-2.5207, -0.0098, 1.7656], [-2.3238, -1.2807, -1.7986], [-3.7956, -0.4031, -2.3208], [-3.9927, -1.7557, -1.2682]], "forces_ev_per_angstrom": [[2.02, 0.99, 0.57], [0.51, 0.75, -0.97], [0.09, 0.62, 0.92], [-0.52, -2.15, 0.51], [-0.49, -0.20, -0.55], [0.94, -1.11, -0.91], [-0.58, 0.44, 0.47], [-0.26, -0.28, 0.00], [0.52, -0.69, 0.73], [-0.53, 0.16, -0.12], [-0.55, 0.68, -0.54], [-0.82, 0.39, 1.94], [0.72, 0.59, 0.39], [-0.31, -0.02, -0.70], [0.39, -0.04, 0.30], [-0.47, -0.97, 0.06], [-1.40, 1.07, 0.21], [0.06, -0.08, -0.29], [-0.37, 0.45, -0.02], [-0.41, -0.23, -0.23], [0.96, -0.15, 0.61], [-0.41, 0.30, 0.27], [0.36, -0.52, -0.03], [1.77, 0.27, -0.28], [-1.09, -1.74, 0.57], [-0.16, -0.89, 0.17], [-0.06, 0.14, -1.02], [0.09, 0.33, -0.35], [-1.35, 2.08, -1.23], [0.57, -1.31, 0.35], [0.55, -0.16, -1.67], [1.06, 0.41, 0.38], [-2.17, 0.84, 0.42], [-0.19, 0.04, -0.11], [0.39, -1.25, -0.41], [-0.02, 0.42, -0.62], [0.67, 0.09, 0.12], [0.62, 0.33, -0.51], [-0.30, -0.34, 0.41], [-0.11, -0.45, 0.51], [-0.11, 1.18, -0.06], [0.12, -0.13, 0.87], [1.31, -1.62, 0.31], [-0.61, 0.55, 0.30], [0.70, 0.19, -0.28], [-0.40, -0.40, -0.31], [-1.21, 0.31, 0.25], [-0.06, 0.40, -0.74], [0.56, 0.69, 0.29]], "lowdin_spin": [2.421, 0.027, 0.239, 0.332, 0.192, 0.012, 0.296, 0.002, 0.011, 0.004, 0.007, 0.001, 0.003, 0.002, 0.009, 0.018, 0.003, 0.148, 0.000, 0.000, 0.000, 0.000, 0.000, 0.001, 0.000, 0.000, 0.002, 0.009, 0.025, 0.044, 0.177, 0.001, 0.001, 0.002, 0.003, 0.000, 0.000, 0.000, 0.000, 0.000, 0.002, 0.000, 0.000, 0.000, 0.000, 0.001, 0.002, 0.000, 0.000]}

(2)
{"formula": "C26H56B2IN2O7", "method": "ωB97M-V/def2-TZVPD", "e_lumo_ev": 1.91, "energy_ha": -2007.708229, "orbital_gap_ev": 5.893, "e_homo_ev": -3.9855, "total_charge": -1, "symbols": ["C", "C", "C", "C", "C", "C", "C", "C", "C", "C", "C", "C", "C", "C", "C", "B", "O", "C", "O", "B", "O", "O", "C", "C", "I", "C", "C", "O", "H", "H", "H", "H", "H", "H", "H", "H", "H", "H", "H", "H", "H", "H", "H", "H", "H", "H", "H", "H", "H", "H", "H", "H", "H", "H", "H", "H", "H", "H", "H", "H", "H", "H", "H", "H", "H", "H", "H", "H", "H", "H", "C", "O", "N", "C", "C", "H", "H", "H", "H", "H", "H", "H", "C", "O", "N", "C", "C", "H", "H", "H", "H", "H", "H", "H"], "coordinates": [[5.7974, -5.9120, 3.3932], [4.7095, -5.1136, 2.4238], [5.4834, -4.2473, 1.2206], [4.3741, -3.1871, 0.5986], [5.0451, -2.1250, -0.5012], [5.7413, -0.9152, 0.3579], [6.4469, 0.2616, -0.5389], [6.0150, 1.7937, -0.1379], [6.0152, 2.1181, 1.4683], [4.7090, 3.0114, 1.9770], [3.2665, 2.4407, 1.4481], [2.2489, 1.9505, 2.6719], [0.7829, 2.6151, 2.3248], [-0.4069, 2.2502, 3.3916], [-0.2033, 0.8438, 4.2091], [-0.3811, -0.5197, 3.3077], [-1.3200, -1.5781, 3.7279], [-1.6436, -2.3008, 2.4529], [-0.3954, -2.7399, 1.7856], [-0.0824, -4.1515, 2.0826], [0.8226, -4.4382, 3.2501], [-0.5587, -5.3232, 1.2771], [-2.0360, -0.9361, 1.5712], [-1.8745, -0.9960, -0.0657], [-2.2140, 1.0744, -0.8073], [-2.8342, -2.1051, -0.8071], [-2.2426, -2.2410, -2.3654], [-0.8285, -0.1465, 1.9511], [6.8370, -5.3310, 3.4568], [5.3638, -5.9659, 4.5033], [5.9663, -7.0340, 3.0633], [4.1317, -4.3371, 3.0887], [3.9841, -5.9326, 1.9899], [6.4136, -3.6557, 1.6137], [5.8420, -5.0357, 0.4291], [3.9382, -2.5818, 1.5002], [3.5409, -3.8670, 0.0881], [5.8402, -2.6783, -1.1868], [4.1280, -1.7003, -1.1175], [6.5472, -1.3836, 1.0957], [4.8969, -0.4317, 1.0482], [6.1553, 0.0802, -1.6706], [7.6094, 0.1380, -0.4207], [6.8196, 2.5275, -0.6265], [5.0054, 2.0215, -0.6921], [6.0590, 1.1820, 2.1690], [6.9616, 2.8099, 1.6951], [4.6642, 3.0784, 3.1566], [4.8907, 4.1005, 1.5233], [3.3553, 1.5577, 0.6701], [2.7301, 3.3331, 0.8791], [2.2527, 0.7585, 2.6065], [2.6599, 2.2071, 3.7415], [0.9193, 3.7944, 2.3404], [0.4602, 2.3434, 1.2083], [-1.4280, 2.2848, 2.7790], [-0.4713, 3.1221, 4.1703], [0.8075, 0.7811, 4.8254], [-1.0665, 0.8129, 5.0332], [0.6994, -1.0252, 3.4242], [-2.4966, -3.1024, 2.4731], [1.7097, -4.0100, 2.9795], [0.1376, -5.3722, 0.5325], [-2.9345, -0.3469, 2.0410], [-0.7619, -1.2555, -0.3452], [-3.9286, -1.6881, -0.7718], [-2.7501, -3.1538, -0.2531], [-2.2347, -1.1881, -2.9233], [-1.0965, -2.5234, -2.2246], [-2.8270, -3.0290, -3.0064], [-4.4096, 4.3862, -1.8452], [-3.7185, 5.3968, -1.8456], [-5.7852, 4.3567, -1.9358], [-6.5312, 3.1156, -1.9285], [-6.5091, 5.6066, -2.0415], [-3.9603, 3.3824, -1.7691], [-7.0999, 3.0391, -2.8596], [-7.2189, 3.1210, -1.0779], [-5.8631, 2.2541, -1.8442], [-6.1716, 6.1389, -2.9359], [-6.2900, 6.2204, -1.1626], [-7.5854, 5.4255, -2.1050], [-8.2770, 2.0921, -5.9683], [-8.9332, 2.1192, -4.9350], [-7.0164, 1.5497, -6.1024], [-6.3047, 1.5574, -7.3635], [-6.3819, 0.9527, -4.9456], [-8.6656, 2.5188, -6.9076], [-6.0906, 0.5252, -7.6553], [-5.3664, 2.1051, -7.2371], [-6.8970, 2.0365, -8.1480], [-7.0102, 0.1365, -4.5764], [-6.2895, 1.7089, -4.1602], [-5.3919, 0.5673, -5.2038]], "forces_ev_per_angstrom": [[-0.27, 0.13, 0.71], [1.30, 0.13, 0.31], [-1.21, -0.39, 0.22], [0.97, -0.81, -0.47], [-0.62, -0.09, 1.10], [-0.31, 0.08, 0.46], [0.08, -0.28, -0.04], [0.68, 0.10, -0.53], [-0.22, 1.02, 0.73], [0.26, 0.11, -0.87], [-0.49, 0.58, 0.27], [0.22, -0.63, -1.36], [0.04, 0.17, 0.24], [0.02, 0.36, 0.02], [-1.34, 1.00, 1.67], [0.83, 0.89, 0.20], [-2.05, -2.98, -2.21], [-0.13, 3.63, 0.20], [-1.12, -4.27, 1.05], [0.70, 0.61, 0.95], [0.12, 1.04, -3.79], [2.49, 2.61, -0.10], [3.06, 0.90, 0.39], [-0.26, -2.07, 1.00], [0.11, -1.06, 0.26], [0.62, 0.99, -0.69], [0.31, 0.42, 0.70], [-2.00, -0.85, -1.29], [-2.29, -1.34, -0.25], [0.95, 0.12, -2.41], [-0.21, 2.42, 0.48], [0.97, -1.62, -1.29], [1.27, 1.93, 0.72], [-1.78, -1.23, -0.50], [-0.61, 1.70, 1.28], [0.60, -1.09, -1.81], [1.59, 1.68, 1.09], [-1.79, 1.19, 1.34], [2.15, -0.77, 0.98], [-1.72, 0.97, -1.54], [1.76, -1.07, -1.52], [0.72, 0.42, 2.23], [-2.20, 0.31, -0.39], [-1.76, -1.60, 0.92], [1.79, -0.37, 1.46], [0.08, 1.54, -1.63], [-1.89, -1.75, -0.39], [0.34, -0.10, -2.46], [-0.52, -2.25, 1.15], [0.03, 1.79, 1.61], [1.07, -1.90, 1.12], [-0.51, 2.58, 0.32], [-0.87, -0.14, -2.11], [-0.14, -2.31, -0.09], [0.79, 0.30, 2.51], [2.13, -0.37, 1.43], [0.19, -1.42, -1.38], [-1.96, 0.57, -1.31], [1.61, 0.31, -1.38], [1.13, -0.47, -0.75], [1.84, 1.29, 0.49], [-2.11, -0.56, 1.02], [-1.73, -0.07, 1.58], [1.10, -1.54, -1.35], [-2.22, 0.78, 0.91], [1.96, -1.06, -0.19], [-0.12, 2.33, -1.11], [-0.25, -2.29, 1.31], [-2.47, 0.29, -0.53], [1.25, 1.46, 1.26], [-0.41, 0.43, -0.03], [-0.81, -0.53, -0.07], [1.30, -0.13, 0.06], [-0.04, 0.23, -0.01], [0.28, 0.13, 0.03], [-0.16, -0.01, 0.00], [-0.16, -0.14, 0.20], [-0.04, -0.21, -0.10], [0.00, 0.20, 0.05], [-0.14, 0.12, 0.13], [-0.11, 0.10, -0.16], [0.22, -0.09, 0.01], [0.61, -0.40, 0.44], [0.69, -0.11, -0.61], [-1.35, 0.66, -0.16], [0.01, -0.05, 0.23], [-0.18, 0.04, 0.26], [0.11, -0.04, -0.05], [0.10, 0.12, -0.16], [0.00, -0.08, -0.21], [0.03, -0.06, 0.19], [0.18, 0.06, 0.12], [0.11, -0.33, -0.08], [-0.21, 0.11, -0.03]], "mulliken_charge": [-0.951, -0.102, -0.602, -0.342, -0.437, 0.024, -0.618, -0.590, -0.551, -0.659, -0.186, -0.212, -0.548, -0.392, -0.625, 1.106, -0.757, -0.411, -0.228, 0.457, -0.541, -0.558, -0.284, -0.304, -0.029, -0.154, -0.873, -0.134, 0.249, 0.274, 0.254, 0.121, 0.227, 0.275, 0.227, 0.182, 0.192, 0.253, 0.278, 0.143, -0.192, 0.291, 0.240, 0.338, 0.262, 0.246, 0.335, 0.304, 0.233, 0.156, 0.301, -0.050, 0.226, 0.367, 0.113, 0.064, 0.368, 0.135, 0.169, -0.498, 0.336, 0.241, 0.274, 0.207, 0.233, 0.263, 0.197, 0.199, 0.224, 0.313, 0.458, -0.623, 0.128, -0.814, -1.008, -0.076, 0.252, 0.365, 0.262, 0.303, 0.297, 0.389, 0.102, -0.569, 0.167, -0.910, -0.637, 0.276, 0.323, 0.331, 0.294, 0.288, -0.101, 0.434]}

(3)
{"formula": "C11H14NO", "method": "ωB97M-V/def2-TZVPD", "e_lumo_ev": -3.26, "smiles": "C=C[N@+](C)(C(C)=O)c1ccccc1", "energy_ha": -557.196182, "e_above_lowest_kj_mol": 103.4, "orbital_gap_ev": 10.223, "e_homo_ev": -13.4846, "total_charge": 1, "symbols": ["C", "C", "C", "C", "C", "C", "C", "C", "C", "C", "C", "N", "O", "H", "H", "H", "H", "H", "H", "H", "H", "H", "H", "H", "H", "H", "H"], "coordinates": [[-3.4675, -0.3243, 0.0284], [-2.8901, 0.9255, -0.1867], [-2.6635, -1.4048, 0.3274], [-1.4847, 1.0747, -0.1133], [-1.2911, -1.2446, 0.4362], [-0.6776, -0.0521, 0.1490], [2.7841, 1.7130, -0.4104], [1.5354, 1.4138, -0.5504], [1.4896, -0.9724, -0.1154], [1.2087, -1.3443, -1.5411], [1.0312, 0.4321, 1.8064], [0.7706, 0.1086, 0.3813], [2.1857, -1.5969, 0.5810], [-4.5888, -0.5327, 0.0362], [-3.4215, 1.7353, -0.6414], [-3.0743, -2.3338, 0.6791], [-1.1123, 2.0262, -0.2495], [-0.6142, -2.0867, 0.6218], [3.2292, 2.4930, -0.9840], [3.3810, 1.0249, 0.2512], [0.8088, 1.8979, -1.0848], [2.1524, -1.5706, -1.9572], [0.6926, -2.3668, -1.7128], [0.8834, -0.5754, -2.1575], [0.5195, 1.3201, 2.0088], [0.5193, -0.4144, 2.2940], [2.0943, 0.6545, 2.1034]], "forces_ev_per_angstrom": [[-1.67, -0.31, 0.20], [1.47, -0.73, -0.78], [0.50, 0.22, 1.03], [-1.31, -2.50, 0.31], [1.25, -1.12, -0.59], [-1.48, 2.31, 0.11], [0.95, -2.40, 1.56], [-1.18, -1.89, 1.88], [-0.76, -2.44, -2.71], [0.15, -2.60, 0.21], [0.58, -1.28, 0.66], [0.95, 4.97, -0.96], [1.94, -1.07, 1.86], [1.66, 0.75, -0.27], [-0.56, 0.46, 0.46], [-0.24, -0.30, -0.38], [0.94, 1.83, -0.36], [-0.61, 0.00, 0.27], [0.28, 0.47, -0.18], [-0.15, 1.12, -0.75], [-1.77, 0.78, -1.27], [1.47, -0.29, -0.32], [0.26, 1.96, 0.72], [-1.41, 1.31, -0.91], [-1.11, 1.28, 0.28], [0.83, 0.52, 0.61], [-1.01, -1.02, -0.68]], "mulliken_charge": [-0.290, -0.863, -0.858, -0.719, 0.026, 0.493, -0.811, -0.032, 0.670, -1.176, -0.804, 0.420, -0.436, 0.324, 0.385, 0.400, 0.440, 0.468, 0.376, 0.202, 0.460, 0.474, 0.298, 0.380, 0.437, 0.390, 0.347]}